[1]
Formula: C4H11N2O2
Source: OMol25
Level of theory: wB97M-V/def2-TZVPD

ORCA input file:
```
! wB97M-V def2-TZVPD RIJCOSX def2/J DEFGRID3
* xyz 0 2
O -0.91294 -2.42106 -1.51138
O 1.06119 3.31829 0.06928
N 0.97926 -1.81024 1.02920
N -0.14810 1.41753 -0.53997
C -0.19466 2.80064 -0.01141
C 0.31584 0.47019 0.51574
C 0.44911 -0.96445 -0.03980
C -0.99615 -1.34423 -0.58478
H 1.27149 0.76663 0.96164
H 0.70576 1.47320 -1.10084
H -0.13675 -2.97247 -1.43310
H 0.60874 -1.69476 1.97018
H -1.69377 -1.63493 0.18725
H 0.72885 -2.79573 0.93706
H 1.24517 -0.99715 -0.80139
H -0.68123 3.02413 0.95861
H -0.86489 3.30020 -0.71134
H -1.23638 -0.44680 -1.15149
H -0.50054 0.51101 1.25655
*
```

<S²> = 0.754
HOMO level (alpha / beta) = -9.394 / -9.390 eV
energy above the lowest of the compared OMol25 structures with the same formula, charge and spin = 212.5 kJ/mol

Atom charges from the Löwdin analysis, given in e for atoms 1 to 8:
1 O -0.082
2 O 0.038
3 N 0.015
4 N -0.049
5 C -0.350
6 C -0.207
7 C -0.358
8 C -0.199

---

[2]
Formula: C8H14N3
Source: OMol25
Level of theory: wB97M-V/def2-TZVPD

ORCA input file:
```
! wB97M-V def2-TZVPD RIJCOSX def2/J DEFGRID3
* xyz 1 1
N -0.52837 -1.98420 -1.19076
N 0.77310 -1.24167 0.70643
N -0.10119 1.01040 0.18488
C -0.92905 0.38746 2.56286
C 0.81425 1.92078 -0.28975
C 0.01223 0.96987 1.57173
C 0.94852 1.94099 1.90627
C 1.33394 2.59297 0.77986
C 0.11484 -1.75293 -0.25123
C 1.20049 1.82768 -1.79103
C -1.40683 -1.15995 -2.01199
H -0.40810 0.08321 3.53018
H -2.00501 -1.97132 -2.53491
H -1.05938 0.71517 -0.45608
H -0.95194 -0.41652 -2.63265
H 1.74171 -1.48543 0.88891
H 0.39181 1.97430 -2.49372
H 1.42866 2.17402 2.88104
H 2.00732 3.35985 0.67244
H 1.98714 2.64506 -2.13207
H -1.33697 -0.57404 2.19708
H 1.57934 0.84175 -2.01173
H -2.05421 -0.62664 -1.36897
H -1.76328 1.17695 2.84456
H 0.44177 -0.22200 1.13703
*
```

HOMO level = -12.381 eV
energy above the lowest of the compared OMol25 structures with the same formula, charge and spin = 515.2 kJ/mol

Atom charges from the Löwdin analysis, given in e for atoms 1 to 8:
1 N 0.141
2 N 0.179
3 N 0.043
4 C -0.031
5 C -0.246
6 C -0.451
7 C 0.009
8 C -0.016

---

[3]
Formula: C11H19N3O6PV
Source: OMol25
Level of theory: wB97M-V/def2-TZVPD

ORCA input file:
```
! wB97M-V def2-TZVPD RIJCOSX def2/J DEFGRID3
* xyz 1 4
V 0.08064 0.69470 -3.08768
P 0.05962 -0.29174 0.66389
O -0.14340 3.69367 -2.59394
O 0.65873 -3.94430 -2.03517
O 3.06464 0.60444 -2.39016
O -0.28544 5.21244 -7.19289
O -2.83039 0.49673 -2.31660
O 0.27007 0.11105 -0.75219
N 1.41994 -1.05760 1.26646
N -0.45068 1.00690 1.54491
N -1.19830 -1.36340 0.99223
C -2.53472 -1.03077 0.46346
C -0.09409 4.53640 -6.28794
C -1.14440 0.84012 2.80878
C -0.00459 2.57183 -2.86966
C 0.05955 2.35171 1.33606
C 0.50370 -2.82749 -1.86702
C 2.61108 -1.24084 0.42726
C -1.69046 0.40676 -2.57548
C -0.96781 -2.80911 1.08547
C 1.63612 -1.04722 2.71427
C 1.95464 0.41708 -2.69401
H -2.00004 1.52569 2.86844
H 3.02428 -0.28414 0.09696
H -2.69993 0.05437 0.48569
H 0.79972 2.60666 2.11648
H 2.54986 -1.60484 2.95600
H -2.67870 -1.39193 -0.57181
H 0.06882 -2.97971 1.39518
H -0.01859 1.57152 -4.21680
H 3.36395 -1.77400 1.00768
H -3.28223 -1.51874 1.11315
H -1.65155 -3.20961 1.85626
H 0.78571 -1.52617 3.22490
H -1.15745 -3.32619 0.12708
H 1.74729 -0.02271 3.10265
H -0.76123 3.08007 1.40335
H -0.46404 1.04521 3.64827
H 2.37617 -1.82163 -0.46716
H 0.52921 2.43505 0.35000
H -1.50571 -0.19025 2.86366
*
```

<S²> = 3.769
HOMO level (alpha / beta) = -12.099 / -12.099 eV
energy above the lowest of the compared OMol25 structures with the same formula, charge and spin = 6.8 kJ/mol

Atom charges from the Löwdin analysis, given in e for atoms 1 to 8:
1 V 0.465
2 P 0.560
3 O 0.155
4 O 0.087
5 O 0.169
6 O 0.021
7 O 0.163
8 O -0.360